[1]
C4H4Cl2O | wB97M-V/def2-TZVPD

The gap between HOMO and LUMO (alpha / beta) comes out at 8.64 / 7.94 eV. The LUMO energy (alpha / beta) is -0.09 / -0.58 eV.

Atoms and positions in Å:
C -0.32 -0.63 -0.83
C 0.82 -1.17 -0.43
C -1.74 -0.67 -1.13
C 3.12 -0.02 -0.91
O -0.78 0.26 -1.73
Cl 1.16 -2.36 0.67
Cl 3.26 1.02 0.39
H -2.29 -1.38 -1.78
H -2.42 -0.24 -0.46
H 3.59 -0.99 -1.02
H 3.10 0.66 -1.80

---

[2]
C4H4Cl2O2 | wB97M-V/def2-TZVPD

The gap between HOMO and LUMO comes out at 9.40 eV. The LUMO energy is -0.74 eV. The structure (SMILES) is O=C(O)/C(=C/Cl)CCl.

Atoms and positions in Å:
O 2.35 1.40 1.26
C 1.66 0.14 0.87
O 1.73 -1.23 1.50
C 0.33 0.19 -0.01
C 0.42 0.86 -1.21
Cl -1.01 1.10 -2.20
C -1.06 0.02 0.59
Cl -1.37 -1.64 0.74
H 1.10 -1.84 1.32
H 1.30 1.26 -1.57
H -1.72 0.39 -0.11
H -1.03 0.65 1.55

---

[3]
C4H4Cl3O2P | wB97M-V/def2-TZVPD

The gap between HOMO and LUMO (alpha / beta) comes out at 6.51 / 6.52 eV. The LUMO energy (alpha / beta) is -2.21 / -2.16 eV.

Atoms and positions in Å:
C -0.67 -1.30 -0.05
C 0.32 -0.41 -0.19
C -1.96 -0.63 0.18
C -1.45 0.92 0.32
O 3.25 1.27 -1.66
O -0.10 0.94 -0.02
P 2.91 0.59 -0.45
Cl -0.44 -3.01 -0.27
Cl 3.05 1.60 1.18
Cl 4.08 -1.02 -0.26
H -2.63 -0.55 -0.74
H -2.59 -1.01 1.00
H -2.02 1.39 -0.47
H -1.74 1.24 1.44

---

[4]
C4H4ClF | wB97M-V/def2-TZVPD

The gap between HOMO and LUMO comes out at 10.61 eV. The LUMO energy is 0.79 eV. The structure (SMILES) is CC#C[C@@H](F)Cl.

Atoms and positions in Å:
C 3.28 -0.28 -0.10
C 1.86 -0.23 0.00
C 0.62 0.06 0.20
C -0.69 0.37 0.55
F -0.76 1.42 -0.31
Cl -1.99 -0.70 -0.13
H 3.58 -1.33 -0.27
H 3.89 -0.04 0.79
H 3.66 0.27 -1.02
H -0.97 0.57 1.60

---

[5]
C4H4ClN3O4 | wB97M-V/def2-TZVPD

The gap between HOMO and LUMO comes out at 9.71 eV. The LUMO energy is -0.85 eV.

Atoms and positions in Å:
C -0.43 0.07 -1.66
C 0.91 1.76 -0.35
C -0.78 -0.82 -0.48
C 0.66 -0.41 0.84
N 0.35 1.22 -1.51
N 0.98 0.92 0.77
N -2.13 -0.45 -0.04
O -0.79 -0.20 -2.77
O 1.32 2.88 -0.24
O -2.88 -1.37 0.12
O -2.32 0.75 0.15
Cl 1.88 -1.52 0.26
H -0.55 -1.82 -0.72
H 0.14 -0.76 1.74
H 0.67 1.76 -2.45
H 1.09 1.47 1.62

---

[6]
C4H4ClNO2 | wB97M-V/def2-TZVPD

The gap between HOMO and LUMO comes out at 9.42 eV. The LUMO energy is 0.05 eV. The structure (SMILES) is C=C=C(Cl)CON=O.

Atoms and positions in Å:
C 0.26 1.13 1.61
C -0.45 0.57 0.72
C -1.17 -0.01 -0.22
Cl -2.84 0.49 -0.33
C -0.51 -0.90 -1.25
O 0.71 -1.29 -0.65
N 1.61 -0.22 -0.47
O 2.68 -0.61 -0.14
H 0.46 0.89 2.67
H 0.89 2.08 1.59
H -1.20 -1.72 -1.39
H -0.45 -0.40 -2.15

---

[7]
C4H4ClNO2 | wB97M-V/def2-TZVPD

The gap between HOMO and LUMO comes out at 8.13 eV. The LUMO energy is 0.65 eV. The structure (SMILES) is Oc1cc(Cl)[nH]c1O.

Atoms and positions in Å:
O 1.66 0.26 1.42
C 0.56 0.02 0.62
C -0.62 -0.71 0.90
C -1.40 -0.63 -0.24
Cl -2.94 -1.27 -0.59
N -0.72 0.12 -1.18
C 0.47 0.51 -0.65
O 1.32 1.27 -1.40
H 1.54 -0.17 2.26
H -0.88 -1.24 1.81
H -1.08 0.35 -2.10
H 2.10 1.47 -0.84

---

[8]
C4H4ClNS | wB97M-V/def2-TZVPD

The gap between HOMO and LUMO (alpha / beta) comes out at 7.14 / 7.13 eV. The LUMO energy (alpha / beta) is -1.77 / -1.77 eV.

Atoms and positions in Å:
C -0.01 1.48 -1.37
C -1.76 -1.49 0.00
C 0.13 0.18 -1.46
C 1.28 -0.09 1.14
N -0.33 2.61 -1.41
S 0.59 -0.93 -0.42
Cl -2.97 -0.40 0.41
H -1.61 -1.49 -1.15
H 1.75 -0.82 1.78
H 0.77 0.70 1.81
H 2.17 0.25 0.65

---

Calculated energy relative to the best compared isomer or geometry (same formula, charge and spin) (kJ/mol), listed in the same order as above: 544.34 372.90 248.36 174.27 70.83 510.50 43.15 687.35
Calculated E (eV), listed in the same order as above: -31298.772 -33348.427 -55160.992 -19449.651 -29391.966 -22314.801 -22319.645 -29053.180